The following is a DFT calculation (ωB97M-V/def2-TZVPD) of 11 unconnected molecules or ions with the total composition C24H62N2O9S9 at a distorted geometry.

XYZ file:
```
106
Properties=species:S:1:pos:R:3:forces:R:3
C -16.675270 11.518480 -13.582450 -0.42 -0.53 -1.15
S -17.453220 10.038690 -14.455930 0.62 0.06 1.80
O -16.754900 8.850870 -13.823410 -0.45 0.50 -0.48
C -19.126600 10.019140 -13.621280 0.81 1.15 -0.93
H -17.085930 12.424630 -14.027830 -0.70 0.06 0.60
H -15.628610 11.637800 -13.862410 0.13 -0.86 -0.04
H -16.774570 11.342860 -12.511290 -0.18 0.35 -0.12
H -19.793370 10.684580 -14.169640 -0.01 -0.02 -0.24
H -19.028840 10.469790 -12.633630 0.01 -0.72 0.21
H -19.481530 8.994180 -13.728890 0.18 0.05 0.48
C -9.674600 3.835840 -12.992260 -0.42 -0.08 -0.97
S -11.011930 4.814330 -13.866940 -0.45 -0.71 -1.27
O -10.735640 4.895640 -15.364180 0.21 -0.20 1.82
C -12.430030 3.647660 -13.764370 -0.37 -0.12 0.68
H -9.661250 2.812190 -13.366520 0.02 0.07 -0.14
H -9.747940 3.808110 -11.905090 -0.40 0.37 -0.10
H -8.759190 4.347060 -13.290200 -0.03 -0.03 0.04
H -12.753150 3.559270 -12.727120 0.18 0.14 0.24
H -12.339730 2.632530 -14.150960 0.89 0.08 -0.17
H -13.295220 4.045830 -14.294470 0.29 0.59 -0.13
C -19.676330 5.786150 -19.970830 -0.72 -0.13 0.91
S -20.939110 5.370330 -18.629890 1.19 -1.70 -0.26
O -20.781150 3.861670 -18.405880 -0.68 1.10 -0.12
C -20.071420 6.031950 -17.182520 0.67 0.76 -0.75
H -19.960230 5.414350 -20.955350 -0.52 -0.29 0.33
H -18.767050 5.271800 -19.659780 0.15 0.43 0.05
H -19.635120 6.871450 -20.063080 0.41 -0.01 0.29
H -20.539100 5.744820 -16.240750 -0.29 0.00 -0.30
H -20.017480 7.114610 -17.296760 -0.27 0.17 0.23
H -19.034380 5.696650 -17.167630 -0.12 -0.42 -0.14
C -13.055940 7.270850 -17.632020 -0.13 -0.42 -0.64
S -12.933550 7.549320 -19.438580 0.66 2.99 -0.30
O -13.348990 9.040380 -19.706280 0.34 -2.93 0.67
C -11.076930 7.687010 -19.651850 -0.73 0.19 0.42
H -12.738670 8.183750 -17.127990 -0.09 -0.20 0.19
H -12.549160 6.350390 -17.342140 0.84 0.25 -0.09
H -14.080330 6.951370 -17.440580 -0.21 0.79 -0.09
H -10.520660 6.872190 -19.188460 -0.17 -0.23 -0.36
H -10.727440 8.619220 -19.208070 -0.43 0.07 0.26
H -10.930880 7.814510 -20.724470 0.01 -0.47 0.05
C -12.148640 9.363800 -12.437930 0.13 -0.50 -0.66
S -13.569440 9.330020 -13.618860 -0.19 0.04 0.43
O -13.132220 9.972410 -14.905890 0.01 -0.41 0.71
C -13.743770 7.541750 -13.955020 0.68 0.53 0.56
H -11.302830 8.909750 -12.954210 0.21 0.40 -0.13
H -12.245810 8.795200 -11.513080 -0.71 -0.13 -0.11
H -11.990130 10.409300 -12.173510 0.11 -0.05 -0.32
H -14.743490 7.424580 -14.373290 0.33 -0.01 -0.28
H -13.648490 6.965810 -13.034520 -0.18 0.13 0.25
H -12.899090 7.263570 -14.585280 -0.26 -0.03 -0.40
C -15.018800 6.618190 -8.323600 -0.21 0.62 0.07
S -14.400200 7.524420 -9.774970 0.80 -0.55 -0.67
O -13.681990 6.485870 -10.643110 -1.32 1.26 0.73
C -15.935740 8.118540 -10.619430 -0.30 -1.16 -0.68
H -15.702750 7.269990 -7.780040 -0.26 0.03 -0.14
H -14.163050 6.532490 -7.653930 0.14 -0.28 -0.29
H -15.469610 5.646580 -8.525660 0.11 0.12 -0.27
H -16.384240 7.290460 -11.168260 -0.11 -0.54 0.39
H -15.750290 8.767860 -11.475060 0.74 0.47 0.36
H -16.710920 8.554150 -9.989000 0.43 0.06 0.36
C -18.998770 6.889710 -9.320780 -0.23 0.21 -0.49
S -19.842210 7.733240 -10.806420 1.12 -2.65 -0.09
O -19.833910 6.530250 -11.788100 -0.54 1.88 0.97
C -21.500360 7.823030 -10.093650 0.32 -1.05 0.64
H -18.245460 6.203220 -9.707240 -0.05 0.30 -0.59
H -19.704710 6.234480 -8.810470 -0.26 0.39 0.09
H -18.471950 7.566580 -8.648160 -0.45 0.22 0.03
H -21.413340 8.249510 -9.094330 -0.08 0.55 -0.20
H -21.724080 6.775200 -9.893410 -0.32 -0.11 -0.25
H -22.273550 8.270760 -10.717990 0.44 0.17 -0.02
C -21.996500 2.361890 -15.295920 -0.29 -0.20 -0.60
S -23.588310 3.142970 -15.628140 -0.53 -0.86 0.92
O -24.385470 2.194920 -16.467270 0.40 0.68 0.30
C -24.455110 3.187340 -13.977380 -0.32 0.44 -0.52
H -21.745550 1.858340 -16.229500 0.04 0.07 -0.14
H -22.266200 1.626130 -14.538280 0.51 0.12 0.21
H -21.211100 3.084460 -15.074270 -0.30 0.01 0.28
H -24.208850 4.053650 -13.363410 0.54 0.00 -0.31
H -24.280700 2.257800 -13.435500 0.15 -0.03 -0.29
H -25.507070 3.302930 -14.238410 0.01 -0.22 -0.15
C -14.390930 0.172560 -11.963590 0.09 -1.16 -0.18
S -16.129700 0.498290 -12.317540 0.26 1.30 1.77
O -16.928370 0.222690 -11.061510 0.64 0.29 -1.20
C -15.711420 2.293430 -12.354650 -0.96 -0.08 -0.99
H -13.924550 0.044850 -12.940460 0.16 -0.13 0.01
H -14.407110 -0.779360 -11.432860 0.31 -0.03 -0.04
H -13.834120 0.924450 -11.404370 -0.46 0.06 0.13
H -14.913440 2.425070 -13.085400 0.13 -0.11 0.09
H -15.416010 2.681740 -11.379950 -0.15 -0.27 0.01
H -16.563510 2.818160 -12.786740 -0.10 0.21 0.34
C -17.008720 7.722990 -16.721380 0.30 -0.60 -0.30
C -16.562260 6.741060 -17.729060 -0.14 0.60 0.78
N -16.186730 5.943350 -18.460200 -0.08 -0.28 -0.34
H -17.755920 7.239060 -16.092410 -0.26 0.18 -0.14
H -17.357100 8.628640 -17.217890 -0.07 -0.07 0.17
H -16.209910 7.949970 -16.015340 0.19 0.12 -0.32
N -17.928830 5.154870 -13.494260 1.06 0.83 0.16
C -16.629560 5.581340 -13.752670 -1.26 -0.80 -1.15
C -16.278990 4.967910 -14.962240 1.16 0.90 1.11
C -17.310200 4.146750 -15.394670 -2.01 0.00 0.58
C -18.368280 4.338620 -14.475360 1.08 -0.84 -0.76
H -18.516050 5.512530 -12.754430 -0.05 0.18 0.12
H -16.160370 6.373980 -13.188780 -0.09 -0.29 0.01
H -15.343690 5.132720 -15.476500 0.04 -0.08 0.02
H -17.337530 3.535850 -16.284870 0.00 0.06 0.07
H -19.337100 3.871880 -14.375630 0.11 0.00 -0.13
```
Forces are in eV/Å.

Spin multiplicity: 2
Charge: +1
LUMO energy (spin up / spin down), hartree: -0.1154 / -0.2900
Largest force on an atom, Eh/bohr: 0.060
Orbital gap (spin up / spin down), eV: 6.2 / 1.5


The following is a DFT calculation (ωB97M-V/def2-TZVPD) of 4 unconnected molecules or ions with the total composition C24H63BBrFN4O10SSi2 at a distorted geometry.

XYZ file:
```
107
Properties=species:S:1:pos:R:3:forces:R:3
C -0.686030 3.251952 -0.194326 -0.09 0.18 0.10
C -1.216433 4.675900 -0.024871 -0.01 -0.10 0.15
S -2.850552 4.958857 -0.755194 0.06 0.15 -0.06
C -3.867553 4.128895 0.475782 -0.07 -0.12 0.02
Si -5.670191 4.569032 0.335279 0.27 -0.05 0.02
C -6.027500 6.307372 0.972553 0.08 -0.01 0.19
O -5.738882 7.270016 -0.005159 -0.12 0.10 -0.08
O -5.887522 8.586642 0.563125 0.19 -0.20 0.14
O -6.139039 4.375663 -1.232760 -0.33 0.05 0.26
Si -7.600954 4.230633 -1.937809 -0.09 -0.20 -0.29
F -7.355135 4.421522 -3.500494 -0.01 0.03 -0.01
Br -8.900209 5.943806 -1.335794 -0.02 0.12 0.06
B -8.515550 2.441784 -1.587493 -0.07 0.36 0.25
O -8.996318 1.742562 -2.682151 0.61 -0.03 -0.02
N -8.542708 1.925725 -0.249324 -0.72 -0.45 -0.80
C -8.610263 0.468330 -0.133088 0.12 -0.05 0.20
C -9.404979 2.615555 0.707380 0.70 0.27 0.49
H -1.510359 2.542132 -0.270342 0.05 -0.04 -0.01
H -0.082938 2.946398 0.659760 0.06 0.01 -0.03
H -0.069652 3.162012 -1.088054 -0.09 -0.07 -0.05
H -1.298051 4.932875 1.033295 0.02 0.04 -0.02
H -0.553188 5.413530 -0.477901 -0.02 -0.02 -0.02
H -3.774893 3.039701 0.418363 0.05 0.02 -0.03
H -3.557568 4.427932 1.483856 0.03 0.02 -0.03
H -6.416769 3.666784 1.245054 -0.07 0.01 -0.04
H -5.404388 6.448277 1.869932 0.01 0.04 -0.04
H -7.080838 6.363327 1.293971 0.00 0.03 -0.08
H -6.654308 8.484466 1.146157 -0.18 0.08 -0.13
H -9.932834 1.843844 -2.850746 -0.20 -0.14 -0.04
H -7.897286 0.122537 0.620320 -0.10 0.03 0.08
H -9.609273 0.124643 0.154507 0.00 0.00 -0.05
H -8.337627 -0.002506 -1.076224 -0.05 0.04 0.01
H -9.005276 2.550956 1.724373 -0.01 -0.08 -0.02
H -10.405302 2.170390 0.711947 -0.02 0.08 -0.08
H -9.482175 3.675129 0.460230 -0.06 -0.04 -0.03
C -0.137348 -3.827112 2.405125 0.01 -0.05 0.03
O 0.450862 -3.963468 1.129630 -0.01 0.05 0.00
C -0.448889 -4.301735 0.081978 0.04 -0.12 -0.10
C -0.667649 -3.143558 -0.866569 0.00 0.06 0.03
N -1.429733 -2.076968 -0.238312 0.12 0.01 0.07
C -1.503731 -0.836746 -1.000894 -0.10 0.00 0.02
C -0.208366 -0.103180 -1.334576 -0.01 0.07 -0.09
O 0.443566 0.475974 -0.221575 0.04 -0.12 0.01
C 1.251610 -0.400031 0.544898 -0.01 0.04 0.04
H 0.674412 -3.774972 3.128624 0.00 0.01 0.00
H -0.743576 -2.918624 2.495767 -0.02 -0.02 -0.02
H -0.770129 -4.687218 2.646491 0.01 0.00 0.01
H -1.401196 -4.655149 0.489831 -0.01 0.06 0.01
H 0.005463 -5.125080 -0.476461 -0.02 -0.03 0.03
H -1.221338 -3.508697 -1.738164 0.00 0.02 -0.01
H 0.320924 -2.816525 -1.219356 0.00 -0.05 -0.03
H -1.035955 -1.882174 0.672495 0.01 0.02 -0.01
H -2.135299 -0.143980 -0.438377 -0.02 0.00 -0.02
H -2.025184 -1.045092 -1.941826 0.02 -0.01 -0.01
H -0.476151 0.731951 -1.987258 0.03 0.01 0.00
H 0.492972 -0.733199 -1.896455 -0.01 -0.05 0.06
H 1.719442 -1.168489 -0.078753 -0.03 -0.01 -0.01
H 0.676287 -0.890565 1.336847 0.03 -0.07 -0.03
H 2.025216 0.206192 1.012462 -0.04 0.00 -0.04
C 5.037825 6.820638 0.893824 0.02 0.05 -0.03
O 5.722742 5.775172 0.238865 -0.05 -0.04 0.04
C 6.826481 5.234780 0.952672 0.10 0.00 -0.02
C 6.533726 3.838643 1.458563 -0.03 -0.01 0.02
N 5.537230 3.856607 2.517232 -0.09 0.03 -0.12
C 5.031227 2.550760 2.918038 0.02 0.04 0.09
C 4.323415 1.691486 1.875526 -0.01 -0.12 0.03
O 3.065887 2.188363 1.455951 0.12 0.14 0.08
C 3.108306 3.189590 0.455681 -0.10 -0.07 -0.06
H 4.365463 7.269268 0.164728 -0.01 -0.01 0.00
H 4.444372 6.469912 1.746157 0.03 0.00 0.01
H 5.730551 7.588472 1.253003 -0.01 0.01 -0.01
H 7.105402 5.893550 1.781355 -0.02 -0.03 0.03
H 7.669720 5.184294 0.259012 -0.01 0.03 -0.01
H 7.460937 3.409985 1.853379 -0.01 -0.02 0.00
H 6.235095 3.231530 0.592563 0.04 0.00 -0.01
H 4.761887 4.439390 2.231743 -0.01 -0.01 0.00
H 4.330706 2.708398 3.741724 0.02 -0.01 0.02
H 5.867537 1.968827 3.321402 0.01 0.00 -0.03
H 4.116445 0.725384 2.344904 -0.01 -0.01 -0.02
H 4.956656 1.489837 1.002452 0.01 0.08 0.00
H 3.944851 3.033981 -0.231721 0.01 0.02 0.01
H 3.181709 4.196615 0.876754 0.05 -0.01 0.00
H 2.175982 3.122049 -0.102365 0.01 -0.02 -0.02
C 2.679937 -7.232625 -3.996399 -0.02 0.02 -0.04
O 3.239143 -6.247608 -3.155319 0.01 -0.10 0.03
C 2.442029 -5.887609 -2.036008 -0.03 0.20 0.07
C 3.020830 -6.394079 -0.733158 0.00 -0.08 0.01
N 2.913051 -7.841262 -0.631747 0.10 0.02 -0.10
C 3.627331 -8.440369 0.488289 -0.09 -0.06 0.01
C 5.139715 -8.259719 0.571286 0.04 0.01 0.09
O 5.871641 -8.947862 -0.425429 -0.08 -0.02 -0.04
C 5.975655 -8.292078 -1.672640 0.07 0.01 0.02
H 3.282894 -7.260755 -4.902287 0.01 -0.01 0.01
H 2.685666 -8.230309 -3.542405 -0.02 0.01 0.02
H 1.648063 -6.986800 -4.267975 0.01 0.00 -0.01
H 1.414361 -6.245148 -2.163307 0.02 -0.05 -0.01
H 2.420951 -4.794552 -1.994139 -0.04 0.00 -0.04
H 2.463530 -5.936178 0.091677 0.02 0.00 0.02
H 4.056406 -6.031802 -0.670642 -0.02 0.05 0.00
H 3.236750 -8.259488 -1.493587 0.01 -0.02 0.01
H 3.426656 -9.514329 0.469081 -0.01 0.00 0.02
H 3.191467 -8.053638 1.416349 0.02 0.02 -0.01
H 5.463635 -8.689421 1.522190 0.02 0.01 -0.01
H 5.427796 -7.200942 0.584484 -0.03 0.01 -0.06
H 6.028605 -7.205577 -1.552555 0.00 0.00 -0.01
H 5.141773 -8.525577 -2.341419 -0.02 0.02 0.02
H 6.894295 -8.638029 -2.145508 0.00 0.00 0.00
```
Forces are in eV/Å.

Charge: 0
LUMO energy, hartree: 0.0133
Largest force on an atom, Eh/bohr: 0.023
SMILES: CCSC[Si@@H](COO)O[Si@](F)(Br)B(O)N(C)C.COCCNCCOC.COCCNCCOC.COCCNCCOC
Orbital gap, eV: 8.7